A single C3H4ClN3S molecule at a distorted geometry. Source: the OMol25 dataset; level of theory: ωB97M-V/def2-TZVPD.

The energy is -1139.1960 Ha. The HOMO energy is -9.16 eV. The spin multiplicity is 1. Its HOMO-LUMO gap is 8.51 eV. The max |F| comes out at 4.5 eV/Å.

Atoms and positions in Å:
C1 -1.371702 0.191317 -0.275072
C2 -0.055266 -0.298869 -0.213545
C3 1.088473 -0.113759 0.790937
N1 -1.571768 1.631594 -0.104533
N2 0.508719 1.970512 -0.991795
N3 -0.484090 2.095171 -0.453752
S1 -0.177532 -1.950012 -0.967105
Cl1 2.642688 -0.251585 -0.103560
H1 -2.154408 -0.326901 -0.771030
H2 1.073056 -1.005114 1.423621
H3 0.805903 0.727161 1.380901
H4 -0.304074 -2.669512 0.284938

Forces on the atoms, in the same order (eV/Å):
3.83 1.68 0.46
-3.60 -2.68 0.40
-1.34 -1.33 -1.77
-1.03 -0.96 0.26
0.08 2.12 0.50
1.38 -0.56 -1.16
0.41 -0.91 1.93
-0.18 0.75 0.63
-0.76 -0.31 0.18
-0.05 0.21 0.00
1.01 1.10 0.43
0.26 0.89 -1.85


A single C3H4ClN3S molecule at a distorted geometry. Source: the OMol25 dataset; level of theory: ωB97M-V/def2-TZVPD.

The energy is -1139.3774 Ha. The HOMO energy is -8.43 eV. The spin multiplicity is 1. The SMILES is Nc1nc(Cl)c(S)[nH]1. Its HOMO-LUMO gap is 9.02 eV. The max |F| comes out at 2.0 eV/Å.

Atoms and positions in Å:
C1 -0.991780 0.292143 -0.055224
C2 0.992600 1.020572 0.000611
C3 1.139634 -0.339552 0.028187
H1 -2.793314 1.132301 -0.223609
H2 -2.722306 -0.502760 -0.642505
H3 2.867672 -1.457361 1.128887
H4 -0.471762 -1.759473 0.194027
N1 -2.395494 0.232037 -0.042015
N2 -0.324397 1.422316 -0.093934
N3 -0.220738 -0.793918 -0.012361
S1 2.564028 -1.376026 -0.198664
Cl1 2.355860 2.129724 -0.083395

Forces on the atoms, in the same order (eV/Å):
-1.41 0.86 -0.06
0.55 0.20 -0.57
-0.59 0.02 -0.28
-0.20 0.25 -0.19
-0.45 0.01 -0.18
0.01 -0.11 -0.55
-0.11 0.62 -0.19
1.38 -0.55 0.30
0.99 -0.27 0.41
1.69 -1.01 0.26
-0.80 0.50 0.95
-1.06 -0.52 0.11


A single C3H4ClNO molecule at a distorted geometry. Source: the OMol25 dataset; level of theory: ωB97M-V/def2-TZVPD.

The energy is -706.8302 Ha. The HOMO energy is -8.77 eV. The spin multiplicity is 1. The SMILES is N/C=C(\Cl)C=O. Its HOMO-LUMO gap is 9.19 eV. The max |F| comes out at 5.6 eV/Å.

Atoms and positions in Å:
C1 -1.335813 -0.838686 -0.022169
C2 -0.114387 -0.326658 0.231530
C3 1.140013 -1.100692 0.179586
H1 -2.099270 0.971571 -0.358593
H2 -3.397995 -0.502659 -0.247336
H3 -1.287785 -1.960487 -0.253682
H4 0.900474 -2.162962 0.535873
N1 -2.429615 -0.134678 -0.060397
O1 2.215113 -0.657735 -0.278960
Cl1 0.413653 1.379728 0.037913

Forces on the atoms, in the same order (eV/Å):
2.32 -2.91 0.32
2.65 1.09 -0.77
0.81 -0.07 -1.53
-2.05 -3.87 1.28
1.98 0.73 0.01
-0.59 1.54 0.84
1.10 0.71 -0.49
-1.83 4.92 -1.84
-2.68 -1.89 1.89
-1.71 -0.26 0.30


A single C3H4ClNO molecule at a distorted geometry. Source: the OMol25 dataset; level of theory: ωB97M-V/def2-TZVPD.

The energy is -706.8607 Ha. The HOMO energy is -10.06 eV. The spin multiplicity is 1. The SMILES is C=C(Cl)C(N)=O. Its HOMO-LUMO gap is 10.79 eV. The max |F| comes out at 3.4 eV/Å.

Atoms and positions in Å:
C1 0.856993 -1.758477 -0.022404
C2 0.663170 -0.414883 -0.009981
C3 -0.956523 0.347499 -0.018729
N1 -0.849025 1.684312 -0.171527
O1 -2.006854 -0.205075 0.232398
Cl1 2.039908 0.730873 0.051697
H1 1.802657 -2.321890 -0.026043
H2 0.063382 -2.399674 -0.072463
H3 0.112795 2.147148 0.090868
H4 -1.726499 2.190168 -0.053815

Forces on the atoms, in the same order (eV/Å):
1.73 2.90 -0.03
-1.74 -0.59 -0.07
1.66 -0.84 1.35
2.52 1.18 0.50
1.52 -0.40 -0.84
-0.90 -0.78 -0.05
-0.13 1.00 0.08
-2.42 -1.20 -0.06
-2.85 -1.19 -0.97
0.61 -0.08 0.08


A 2-piece molecular cluster, C3H4ClNO overall at a distorted geometry. Source: the OMol25 dataset; level of theory: ωB97M-V/def2-TZVPD.

The energy is -706.7932 Ha. The HOMO energy is -8.90 eV. The spin multiplicity is 1. Its HOMO-LUMO gap is 9.67 eV. The max |F| comes out at 4.2 eV/Å.

Atoms and positions in Å:
C1 2.495624 0.188944 0.992327
C2 -1.230458 -0.433762 -0.225409
C3 1.808061 1.083090 0.367884
N1 -2.116870 -1.115001 -1.008620
O1 2.926982 -0.627784 1.707285
Cl1 -1.901058 0.880699 0.494122
H1 2.017007 2.158698 0.405801
H2 -1.906109 -1.979248 -1.427695
H3 1.042334 0.728825 -0.297331
H4 -3.135512 -0.884462 -1.008361

Forces on the atoms, in the same order (eV/Å):
-0.04 -1.14 1.94
-0.02 -3.30 -2.59
-0.16 1.64 -1.05
-0.73 2.61 2.18
0.32 0.40 -0.85
-1.15 1.62 0.83
0.12 -0.70 0.11
0.81 -0.89 -0.39
-0.18 -0.18 -0.11
1.04 -0.07 -0.07


A single C3H4ClNO2 molecule at a distorted geometry. Source: the OMol25 dataset; level of theory: ωB97M-V/def2-TZVPD.

The energy is -782.0654 Ha. The HOMO energy is -10.49 eV. The spin multiplicity is 1. The SMILES is C/C(=N/Cl)OC=O. Its HOMO-LUMO gap is 11.04 eV. The max |F| comes out at 5.0 eV/Å.

Atoms and positions in Å:
C1 1.402489 -1.071872 0.341003
C2 -0.202147 0.368296 -0.257189
C3 -1.635313 0.321738 -0.294100
N1 0.502153 1.375664 0.025476
O1 2.382401 -1.710210 0.157488
O2 0.399197 -0.818366 -0.575467
Cl1 2.234164 1.225495 -0.006996
H1 1.019238 -0.797342 1.284107
H2 -1.871060 -0.650220 -0.472177
H3 -2.098340 0.687010 0.708129
H4 -2.132785 1.069811 -0.910269

Forces on the atoms, in the same order (eV/Å):
0.44 -2.04 -0.23
2.45 -0.21 -0.56
-2.00 3.73 2.59
-0.05 1.54 0.48
-0.38 -0.25 -0.50
0.24 -0.25 -0.55
-0.72 0.81 -0.29
-0.07 0.63 1.68
-1.36 -2.56 -0.70
1.05 -1.05 -1.19
0.39 -0.36 -0.74


A 2-piece molecular cluster, C3H4ClNO2 overall at a distorted geometry. Source: the OMol25 dataset; level of theory: ωB97M-V/def2-TZVPD.

The energy is -782.0211 Ha. The HOMO energy is -9.73 eV. The spin multiplicity is 1. The SMILES is CC#[N+][O-].O=CCl. Its HOMO-LUMO gap is 10.18 eV. The max |F| comes out at 4.7 eV/Å.

Atoms and positions in Å:
C1 -2.222284 -0.483720 0.937295
C2 0.973205 0.129939 -0.401150
C3 -0.190779 0.966714 -0.224687
N1 -0.899957 1.843353 0.059343
O1 -1.321346 -1.222856 1.212237
O2 -1.745786 2.700434 0.253035
Cl1 -3.148305 -0.599195 -0.614426
H1 0.634368 -0.929948 -0.206450
H2 1.899652 0.239477 0.082897
H3 1.102794 0.037780 -1.524936
H4 -2.789990 0.342297 1.473805

Forces on the atoms, in the same order (eV/Å):
-0.32 -0.64 0.01
-1.87 -3.16 -2.98
0.18 1.87 1.06
0.17 -0.37 -0.63
-1.69 1.43 -0.11
0.29 -0.41 0.14
0.43 -0.22 0.25
0.33 0.96 0.21
0.83 1.02 0.85
0.37 0.42 1.16
1.29 -0.89 0.02


A 2-piece molecular cluster, C3H4ClNO2S overall at a distorted geometry. Source: the OMol25 dataset; level of theory: ωB97M-V/def2-TZVPD.

The energy is -1180.1292 Ha. The HOMO energy is -9.49 eV. The spin multiplicity is 1. Its HOMO-LUMO gap is 9.13 eV. The max |F| comes out at 4.1 eV/Å.

Atoms and positions in Å:
C1 -1.615069 0.112628 0.103783
C2 0.503637 1.310885 -0.189768
C3 1.003632 0.143356 0.254247
N1 -1.496995 -0.430480 1.094554
O1 -0.933313 -0.786467 2.048689
O2 1.029094 -0.768006 -2.078735
S1 1.448353 -1.135811 -0.772746
Cl1 0.060590 -2.510917 -0.125953
H1 -1.969410 0.439491 -0.816200
H2 0.409768 1.490850 -1.344305
H3 0.287333 2.083477 0.512529
H4 1.272381 0.050993 1.313904

Forces on the atoms, in the same order (eV/Å):
-1.93 0.92 -2.19
1.06 -1.11 -2.52
0.39 2.50 1.56
-0.30 0.71 -0.22
0.96 -1.64 3.63
-0.63 0.83 -2.76
1.44 -1.42 1.06
-0.02 -0.82 0.15
-0.55 0.16 -0.88
-0.08 -0.37 2.44
-0.07 0.55 0.18
-0.26 -0.31 -0.45